[1]
{
  "formula": "C25H27AsF6NRhSSi",
  "method": "the ωB97M-V functional and the def2-TZVPD basis",
  "lumo_ev": [-2.973, -6.623],
  "de_lowest_kcal_mol": 0.00,
  "total_charge": 1,
  "spin_multiplicity": 6,
  "elements": ["Rh", "C", "C", "C", "C", "C", "C", "C", "C", "S", "C", "N", "C", "C", "C", "C", "C", "C", "C", "C", "H", "H", "H", "H", "H", "H", "H", "H", "H", "H", "H", "H", "H", "H", "H", "H", "F", "As", "F", "F", "F", "F", "F", "C", "Si", "C", "C", "C", "C", "C", "C", "C", "H", "H", "H", "H", "H", "H", "H", "H", "H", "H", "H"],
  "xyz": [[-0.790, -0.834, -0.959], [0.941, 2.175, 5.242], [0.454, 0.812, 4.727], [0.623, -0.250, 5.825], [-1.028, 0.916, 4.371], [1.297, 0.410, 3.525], [2.711, 0.257, 3.699], [3.569, -0.117, 2.666], [3.028, -0.356, 1.432], [3.835, -0.853, -0.032], [2.285, -0.819, -0.855], [1.210, -0.499, -0.012], [1.607, -0.227, 1.217], [0.765, 0.177, 2.292], [2.034, -1.125, -2.170], [3.021, -1.676, -3.035], [2.650, -2.220, -4.233], [1.298, -2.248, -4.624], [0.339, -1.624, -3.846], [0.653, -0.971, -2.634], [0.350, 2.466, 6.111], [0.826, 2.946, 4.479], [1.987, 2.151, 5.550], [0.009, 0.020, 6.684], [1.655, -0.328, 6.171], [0.303, -1.232, 5.474], [-1.591, 1.187, 5.264], [-1.431, -0.029, 4.001], [-1.211, 1.691, 3.623], [3.137, 0.441, 4.676], [4.631, -0.220, 2.847], [-0.296, 0.261, 2.110], [4.055, -1.713, -2.713], [3.395, -2.665, -4.878], [1.014, -2.742, -5.542], [-0.686, -1.615, -4.196], [-2.755, -0.866, 0.150], [-2.599, -2.434, 1.056], [-2.988, -1.604, 2.494], [-0.906, -1.890, 1.221], [-2.239, -3.893, 1.837], [-2.045, -3.056, -0.509], [-4.208, -2.819, 0.697], [1.129, 1.580, -4.309], [0.155, 0.936, -2.865], [0.596, 1.997, -1.385], [-1.710, 0.859, -3.006], [-2.386, 0.397, -4.149], [-3.764, 0.325, -4.182], [-4.514, 0.695, -3.067], [-3.881, 1.171, -1.935], [-2.494, 1.268, -1.913], [0.975, 2.652, -4.441], [0.868, 1.075, -5.240], [2.191, 1.411, -4.116], [0.336, 3.025, -1.652], [1.670, 1.966, -1.192], [0.093, 1.768, -0.445], [-1.827, 0.118, -5.035], [-4.264, -0.019, -5.077], [-5.593, 0.618, -3.095], [-4.454, 1.473, -1.068], [-2.032, 1.702, -1.032]],
  "mulliken_spin": [2.603, 0.000, 0.036, 0.001, 0.002, 0.044, 0.266, -0.023, 0.221, 0.080, 0.306, 0.328, 0.062, 0.117, -0.037, 0.191, -0.005, 0.203, -0.138, 0.366, 0.002, 0.000, 0.002, 0.002, 0.001, 0.002, -0.001, -0.001, 0.000, -0.001, 0.004, 0.006, 0.024, 0.003, 0.008, 0.014, 0.038, -0.004, 0.000, 0.031, 0.001, 0.016, 0.000, 0.012, 0.060, 0.042, 0.066, 0.035, -0.001, 0.033, -0.019, 0.030, 0.002, -0.002, 0.000, 0.000, -0.004, -0.011, 0.003, 0.000, 0.001, -0.001, -0.017]
}

=====

[2]
{
  "formula": "C4H5N",
  "method": "the ωB97M-V functional and the def2-TZVPD basis",
  "lumo_ev": [0.291, 0.287],
  "de_lowest_kcal_mol": 114.62,
  "spin_multiplicity": 1,
  "elements": ["C", "C", "C", "C", "N", "H", "H", "H", "H", "H"],
  "xyz": [[-1.223, 0.852, -1.820], [-0.340, 0.630, -1.021], [0.761, 0.444, -0.140], [-0.137, -0.642, 1.348], [0.963, -0.713, 0.578], [-2.006, 1.041, -2.518], [1.567, 1.176, -0.189], [-0.873, -1.447, 1.388], [-0.230, 0.187, 2.036], [1.518, -1.527, 0.338]],
  "nbo_charge": [-0.276, -0.075, -0.152, -0.128, -0.549, 0.232, 0.199, 0.175, 0.188, 0.387]
}

=====

[3]
{
  "formula": "C4H7NO",
  "method": "the ωB97M-V functional and the def2-TZVPD basis",
  "lumo_ev": 0.936,
  "de_lowest_kcal_mol": 40.19,
  "spin_multiplicity": 1,
  "elements": ["C", "C", "C", "N", "C", "O", "H", "H", "H", "H", "H", "H", "H"],
  "xyz": [[-1.689, -0.250, 0.580], [-0.290, -0.486, 0.071], [0.165, 0.084, -1.232], [0.586, 0.661, 0.029], [1.913, 0.601, 0.440], [2.812, 1.221, -0.070], [-1.708, -0.211, 1.674], [-2.362, -1.049, 0.251], [-2.069, 0.704, 0.201], [0.174, -1.428, 0.372], [0.921, -0.463, -1.794], [-0.519, 0.679, -1.833], [2.068, -0.064, 1.311]],
  "nbo_charge": [-0.616, -0.068, -0.229, -0.448, 0.542, -0.544, 0.218, 0.216, 0.220, 0.195, 0.206, 0.206, 0.101]
}

=====

[4]
{
  "formula": "CH3NO2S",
  "method": "the ωB97M-V functional and the def2-TZVPD basis",
  "lumo_ev": 0.284,
  "de_lowest_kcal_mol": 4.22,
  "spin_multiplicity": 1,
  "elements": ["C", "N", "O", "O", "S", "H", "H", "H"],
  "xyz": [[-0.619, 0.487, 1.558], [0.366, 0.689, 0.374], [-1.717, -0.122, 1.138], [-0.499, 0.698, 2.753], [0.084, 0.191, -1.170], [1.066, -0.859, -1.055], [0.803, 1.560, 0.496], [-1.655, -0.172, 0.155]],
  "nbo_charge": [0.890, -0.869, -0.664, -0.568, 0.203, 0.129, 0.397, 0.481]
}

=====

[5]
{
  "formula": "C3H6DyO5",
  "method": "the ωB97M-V functional and the def2-TZVPD basis",
  "lumo_ev": [-0.068, -1.977],
  "de_lowest_kcal_mol": 0.00,
  "spin_multiplicity": 7,
  "elements": ["C", "C", "O", "C", "O", "O", "O", "Dy", "H", "H", "H", "H", "H", "O", "H"],
  "xyz": [[-0.953, -1.194, 0.136], [0.286, -0.390, 0.524], [1.448, -1.002, -0.062], [2.625, -0.435, 0.112], [2.760, 0.625, 0.785], [3.620, -0.962, -0.465], [-2.086, -0.649, 0.683], [5.431, 0.707, 0.386], [-0.781, -2.245, 0.466], [-0.980, -1.237, -0.980], [0.401, -0.371, 1.617], [0.200, 0.644, 0.160], [-3.770, 1.411, -0.821], [-4.303, 2.129, -1.379], [-3.897, 2.971, -1.164]],
  "mulliken_spin": [-0.016, 0.005, -0.011, 0.218, -0.034, -0.030, 0.884, 4.856, 0.065, 0.061, 0.001, 0.001, 0.001, 0.000, 0.000]
}

=====

[6]
{
  "formula": "C18H10Br2N2O6STc",
  "method": "the ωB97M-V functional and the def2-TZVPD basis",
  "lumo_ev": [3.566, 3.566],
  "total_charge": -2,
  "spin_multiplicity": 2,
  "elements": ["Tc", "O", "C", "O", "C", "C", "C", "N", "C", "C", "C", "O", "O", "H", "H", "H", "Br", "C", "C", "C", "Br", "C", "C", "C", "C", "N", "C", "C", "O", "H", "H", "H", "H", "C", "C", "O", "H", "H", "H", "S"],
  "xyz": [[0.001, -0.886, 0.093], [2.449, -0.412, 6.689], [1.248, -0.603, 6.427], [0.279, -0.786, 7.192], [0.897, -0.640, 4.913], [-0.410, -0.853, 4.494], [-0.705, -0.897, 3.145], [0.236, -0.743, 2.211], [1.503, -0.523, 2.598], [1.866, -0.464, 3.931], [2.513, -0.351, 1.476], [3.697, -0.204, 1.734], [2.015, -0.423, 0.286], [-1.177, -0.984, 5.244], [-1.710, -1.044, 2.776], [2.896, -0.289, 4.204], [-0.114, 4.333, -0.386], [-0.012, 3.007, -1.728], [0.049, 3.398, -3.062], [0.123, 2.470, -4.069], [0.200, 3.077, -5.874], [0.140, 1.087, -3.784], [0.213, 0.054, -4.745], [0.223, -1.248, -4.327], [0.154, -1.544, -2.959], [0.077, -0.604, -2.039], [0.078, 0.703, -2.426], [0.003, 1.658, -1.341], [-0.052, 1.244, -0.145], [0.037, 4.454, -3.297], [0.264, 0.308, -5.794], [0.282, -2.062, -5.037], [0.150, -2.560, -2.587], [-2.959, -1.015, -1.012], [-2.072, -0.464, 0.116], [-2.615, 0.223, 0.960], [-4.003, -0.747, -0.826], [-2.836, -2.095, -1.090], [-2.638, -0.583, -1.965], [-0.288, -2.995, 0.003]],
  "mulliken_spin": [0.796, 0.001, 0.000, 0.001, 0.009, -0.007, 0.015, -0.028, 0.007, -0.008, 0.011, 0.001, -0.006, 0.000, 0.005, -0.001, 0.001, -0.009, 0.002, -0.003, 0.000, 0.001, -0.006, 0.006, -0.018, 0.010, -0.021, 0.022, 0.002, 0.000, -0.001, 0.000, 0.026, -0.007, -0.037, -0.005, 0.001, -0.002, 0.000, 0.243]
}

=====

no.,calculated total energy (a.u.)
1,-4656.60700
2,-209.98108
3,-286.56760
4,-643.30744
5,-1379.05886
6,-6880.11086